Entry from the Open Molecules 2025 dataset: an isolated molecule of C6H14IOP (ωB97M-V/def2-TZVPD).

Last columns: bonded neighbours and bond lengths (Å).
Positions of all 23 atoms, in Å:
1 C 0.848 1.314 1.623  C5 1.585, H10 1.042, H11 1.126, H12 1.104
2 C -0.018 -0.845 2.745  C5 1.551, H13 1.110, H14 1.039, H15 1.158
3 C -1.217 1.060 -1.723  C6 1.547, H16 1.164, H17 1.121, H18 1.031
4 C 0.223 -0.869 -2.672  C6 1.546, H19 1.033, H20 1.044, H21 1.013
5 C -0.237 0.160 1.584  C1 1.585, C2 1.551, P8 1.931, H22 1.022
6 C 0.066 0.208 -1.575  C3 1.547, C4 1.546, P8 1.956, H23 1.121
7 O -1.633 -1.576 -0.168  P8 1.459
8 P -0.344 -0.907 -0.023  C5 1.931, C6 1.956, O7 1.459, I9 2.821
9 I 2.158 -2.210 0.029  P8 2.821
10 H 1.006 1.407 2.648  C1 1.042
11 H 1.873 0.947 1.337  C1 1.126
12 H 0.633 2.314 1.206  C1 1.104
13 H 1.090 -0.899 2.767  C2 1.110
14 H -0.437 -1.792 2.662  C2 1.039
15 H -0.355 -0.335 3.728  C2 1.158
16 H -1.019 1.983 -2.402  C3 1.164
17 H -1.994 0.474 -2.279  C3 1.121
18 H -1.483 1.576 -0.871  C3 1.031
19 H -0.570 -1.525 -2.763  C4 1.033
20 H 1.044 -1.480 -2.471  C4 1.044
21 H 0.502 -0.386 -3.518  C4 1.013
22 H -1.161 0.590 1.659  C5 1.022
23 H 1.023 0.790 -1.523  C6 1.121

**Molecular weight**: 260.05 u
**LUMO energy (spin up / spin down)**: 0.6 / -3.7 eV
**HOMO energy (spin up / spin down)**: -6.25 / -9.19 eV
**Energy**: -25882.781 eV
**2S+1**: 3
**⟨S²⟩**: 2.01